Here is a cluster of 11 separate species, C45H105F6N5O20P in total in a non-equilibrium geometry from OMol25. Energies are from ωB97M-V/def2-TZVPD.

Each line ends with the Löwdin charge.
CARTESIAN COORDINATES (ANGSTROEM)
H1 5.9071 -2.0083 -5.4731  0.1202
H2 2.2810 3.9163 -3.4439  0.1236
C1 2.4299 3.9218 -5.5550  -0.2242
O1 12.2283 -1.7320 0.5805  -0.1786
H3 -7.5921 -4.7176 -8.4189  0.1156
C2 11.0186 -2.5083 0.2966  -0.1722
C3 2.1829 -9.2551 7.0623  -0.0541
H4 3.8071 10.8536 8.4409  0.1217
H5 -9.2735 7.9326 -0.4975  0.0810
H6 -1.4803 4.1946 -7.7316  0.0801
H7 -12.4217 1.8328 0.2423  0.0815
C4 4.4764 2.8970 -2.8005  -0.1076
O2 -6.8198 -6.4524 -9.2432  -0.1337
H8 5.1670 -1.1723 -11.3995  0.1198
H9 -9.3762 2.1060 2.7414  0.1302
H10 -2.1104 2.4815 11.1884  0.0840
H11 2.6184 -6.3631 7.4154  0.0899
N1 -8.5739 6.7299 -2.0105  -0.2083
C5 -7.9195 -4.9890 4.2302  -0.0789
H12 8.7996 -0.2630 4.3010  0.1211
H13 5.4803 10.2897 8.2579  0.1220
H14 -8.1136 6.6989 0.0660  0.0938
H15 -6.7613 7.2980 -2.8038  0.0839
H16 2.4589 -9.3237 8.1145  0.0879
P1 -1.0830 1.0055 1.9835  0.1408
O3 5.3734 -3.9187 -6.1816  -0.1866
O4 5.3159 9.2412 6.1301  -0.1841
H17 -7.8804 -6.8329 2.0880  0.0763
O5 6.1459 10.0569 10.7187  -0.1478
C6 -9.7818 -6.5150 4.6083  -0.3339
H18 4.0247 -4.9347 -4.8361  0.0818
N2 -2.5379 0.5350 10.9200  -0.1987
C7 6.9313 -2.4691 -7.3575  -0.1327
H19 -6.1698 -8.0918 -12.1652  0.0747
H20 5.6498 9.9929 12.7845  0.0896
H21 4.5827 3.8240 -2.2371  0.0871
C8 11.9386 -0.3457 0.5102  -0.1244
O6 -2.1040 -1.6926 10.5593  -0.0099
H22 -4.1915 -5.9624 -5.3704  0.0820
C9 -8.0734 -8.1956 -10.2565  -0.1717
O7 -9.9949 5.8331 -3.4743  0.0061
C10 5.7744 -2.5501 -6.4096  -0.2187
C11 7.5102 -1.2799 -12.6384  -0.1414
H23 11.3997 -3.4681 -0.0521  0.1259
H24 -5.7995 -3.8436 -7.3929  0.1179
C12 -8.3570 7.3937 -0.7378  -0.0647
H25 7.8779 -2.6981 2.5898  0.1242
H26 6.4381 -1.3249 6.7663  0.0880
H27 -6.3652 -4.5247 -9.6273  0.1204
H28 -1.9350 -0.2103 9.1516  0.1338
F1 0.0921 0.0982 1.2839  -0.2066
H29 -3.2558 -0.5393 12.6848  0.0822
H30 10.4091 -2.0262 -0.4678  0.1293
H31 -7.2505 -6.5533 -11.2194  0.1067
C13 6.0206 -1.6481 -10.9167  -0.1977
H32 -0.3819 3.8591 -5.4458  0.1093
H33 -1.1543 2.4184 -4.8610  0.1199
N3 -8.6127 -6.1854 3.9625  -0.1953
H34 -4.7548 -4.4084 -5.1735  0.0815
H35 7.4944 -2.3582 -12.7972  0.0830
H36 2.8414 8.7691 7.3652  0.1132
O8 -6.0018 -5.6493 -6.3831  -0.1702
H37 0.2150 -6.7312 5.8670  0.1363
C14 -3.0184 0.4631 12.3287  -0.0320
H38 -2.6606 3.3740 -6.7000  0.0831
C15 4.4501 10.1538 5.5173  -0.1272
C16 10.2710 -2.8260 1.5356  -0.2116
H39 7.2775 10.0272 12.3606  0.0859
H40 3.6202 -7.0802 6.0599  0.0862
H41 6.3184 -0.6349 -8.9612  0.1258
C17 6.3194 10.4473 12.0543  -0.1376
C18 -7.3290 6.3785 -2.6613  -0.0435
C19 8.0436 -0.9669 3.9534  -0.1279
O9 -0.4978 -8.6401 6.3914  -0.0471
H42 4.8154 -1.6187 -8.9465  0.1183
H43 -7.6105 8.1699 -0.9062  0.0860
H44 -5.7069 -9.7571 -12.0147  0.0789
H45 -2.2872 0.8621 13.0318  0.0840
C20 -9.7842 0.7709 0.6243  -0.0431
H46 7.3210 0.1045 6.3523  0.0869
H47 -7.2546 -9.4507 -12.4722  0.0784
N4 1.6774 -8.0067 6.5130  -0.1887
F2 -0.0913 0.9878 3.2777  -0.1957
H48 6.7694 -0.9506 -13.3669  0.0824
C21 -5.6519 -4.9077 -7.5775  -0.1579
H49 3.4741 5.0754 -4.1037  0.1298
H50 11.5951 -0.0575 -0.4833  0.0797
C22 -6.5081 -9.0551 -11.7835  -0.1150
H51 1.6829 4.6973 -5.7250  0.1112
H52 1.4886 -10.0852 6.9320  0.0823
C23 -2.5269 1.8906 10.3726  -0.0551
H53 4.2648 7.5234 5.8460  0.1143
O10 -11.2436 2.8409 3.2791  -0.0040
F3 -2.0838 1.9776 2.6822  -0.1390
H54 -10.6557 6.8143 -1.8390  0.1342
H55 5.9579 -2.6934 -11.2190  0.1249
H56 -8.7826 0.6820 1.0450  0.0847
H57 -7.7087 -4.4260 3.3210  0.0881
C24 -6.6561 -5.1444 -8.7792  -0.1991
C25 8.6671 -2.1359 3.0890  -0.1787
C26 -2.1357 -0.5166 10.1899  -0.3464
C27 -1.8963 3.2237 -7.4625  -0.1060
C28 0.3966 -7.7583 6.2197  -0.3023
O11 7.5620 -1.5978 5.1704  -0.1994
O12 2.0229 2.6363 -6.0348  -0.1318
H58 -8.4406 -8.2005 3.0145  0.0792
O13 -6.8464 -9.0215 -10.3629  -0.1611
H59 -9.6426 1.3082 -0.3134  0.0815
H60 11.1747 -0.0657 1.2356  0.0799
C29 -7.7754 -6.6805 -10.2726  -0.1865
H61 7.5314 -1.5837 -7.1476  0.1162
O14 4.0024 3.0514 -4.1222  -0.1712
H62 -6.7538 5.7525 -1.9791  0.0951
H63 -8.5256 -4.3591 4.8814  0.0920
H64 -3.5112 2.2648 10.0912  0.0883
O15 -0.8467 2.4309 -6.9211  -0.1988
H65 5.2460 -3.8914 -4.1540  0.0835
H66 12.8195 0.2861 0.6239  0.0833
C30 -12.2216 1.2960 1.1696  -0.0398
C31 5.8009 -1.4908 -9.3945  -0.1611
H67 3.1385 4.2725 -6.3054  0.1239
H68 -1.8563 1.8416 9.5146  0.0860
H69 -12.5264 0.2500 1.1358  0.0832
H70 4.8617 -2.0592 -6.7472  0.1160
C32 4.5575 -3.9968 -4.9924  -0.1015
H71 8.4626 -0.8763 -12.9821  0.0897
H72 10.9307 -3.0818 2.3648  0.1344
H73 -12.9185 1.8385 1.8086  0.0765
F4 -1.9774 1.1548 0.6050  -0.2048
C33 6.7907 -0.7418 5.9155  -0.1634
O16 9.6112 -1.7210 2.1437  -0.1563
C34 2.6245 -6.8749 6.4530  -0.0527
H74 3.5858 10.5803 6.0265  0.0759
C35 0.9114 2.0366 -5.2517  -0.1093
H75 4.0801 10.0880 10.9315  0.1228
O17 4.2620 8.8017 8.8650  -0.1458
O18 6.4915 -2.5685 -8.7800  -0.1711
H76 -6.8944 -7.2834 3.3802  0.0812
H77 -3.9573 1.0166 12.3098  0.0838
H78 4.1114 9.7763 4.5525  0.0907
H79 6.4099 11.5256 12.1853  0.0879
H80 4.7994 11.5694 10.5534  0.1143
C36 3.0479 4.0769 -4.2017  -0.2337
C37 -7.9465 -7.2327 3.0999  -0.0335
H81 3.7847 -3.2284 -4.9723  0.0836
C38 3.6694 8.1717 7.7469  -0.1590
H82 3.0304 -9.5673 6.4521  0.0834
H83 7.2223 -0.4211 3.4889  0.1205
H84 5.8764 -0.4135 5.4213  0.0917
C39 -5.1354 -5.4216 -5.3027  -0.1356
N5 -10.7670 1.4888 1.4781  -0.1759
H85 -7.4788 5.9365 -3.6463  0.0896
H86 -6.9064 -5.1328 4.6057  0.0926
C40 4.8810 10.5073 10.3226  -0.2257
H87 5.5759 7.3695 6.9002  0.1296
C41 4.7671 8.0570 6.6528  -0.1931
H88 -8.4127 -8.4048 -9.2420  0.1203
H89 -5.6445 -5.6930 -4.3778  0.0881
H90 -2.2633 2.7472 -8.3715  0.0855
O19 -10.3123 -5.7940 5.4297  0.0067
C42 -0.4275 2.7794 -5.5886  -0.1840
H91 3.2614 7.2205 8.0886  0.1290
H92 9.2062 -2.8453 3.7168  0.1194
H93 9.6535 -3.6999 1.3279  0.1280
C43 -9.8160 6.4441 -2.4472  -0.3532
H94 3.8460 2.1596 -2.3036  0.0925
H95 -10.0805 -7.5445 4.3568  0.1257
H96 -8.7009 -6.1121 -10.1795  0.1288
C44 4.5669 10.1835 8.8431  -0.1679
C45 -10.4561 2.2317 2.5680  -0.3557
O20 7.2192 -1.0242 -11.3074  -0.1592
H97 -8.8881 -8.4454 -10.9361  0.1166
F5 -1.8822 -0.3632 2.3979  -0.1813
H98 1.1300 1.9437 -4.1879  0.1189
H99 2.2586 -6.1374 5.7387  0.0789
H100 0.8437 1.0184 -5.6347  0.1213
H101 5.4686 2.4466 -2.7721  0.0804
H102 5.0559 11.0389 5.3235  0.0913
H103 -4.6719 -5.1131 -8.0083  0.1208
H104 -10.1826 -0.2215 0.4133  0.0809
F6 -0.2512 2.3222 1.4822  -0.2134
H105 7.6800 -3.2006 -7.0534  0.1250

Cartesian forces, eV/Å:
0.83 -0.29 0.40
-0.07 0.19 0.42
0.02 0.68 -2.09
-1.01 0.00 -0.54
-0.54 -0.18 -0.03
1.88 0.48 0.47
-0.24 -1.10 -0.89
-0.43 -0.22 0.04
-0.06 -0.11 0.32
-0.13 0.31 -0.10
0.04 -0.61 -0.60
0.34 -0.88 0.17
-0.12 -0.57 0.73
-0.14 0.32 -0.32
0.15 0.62 0.41
0.08 0.57 -0.44
0.59 -0.09 0.10
0.19 0.52 1.18
0.68 1.35 -0.34
0.30 0.19 -0.52
0.03 0.45 -0.06
0.28 0.12 0.00
0.12 0.09 -0.04
0.02 0.88 0.11
2.39 -0.05 -1.65
-0.31 0.07 0.60
0.02 0.21 1.15
-0.26 0.04 -0.24
-0.58 0.07 0.29
1.56 0.68 0.34
0.37 -0.28 -0.74
-0.55 0.20 1.35
-0.74 0.67 -1.22
-0.11 0.18 0.17
-0.76 0.17 -0.30
-0.42 0.18 -0.03
-0.11 0.40 -0.24
0.15 1.41 -0.24
-0.06 -0.67 -0.19
1.09 0.07 2.01
-0.68 -0.40 -0.66
-1.55 -0.62 0.42
-0.09 -0.95 -1.08
-0.07 0.03 -0.33
0.44 0.20 0.16
-0.87 0.52 -0.58
-0.33 0.01 0.02
0.00 -0.05 0.14
0.48 0.43 0.05
0.32 -0.15 -0.04
-0.95 -0.32 -0.75
0.20 -0.16 -0.60
-0.03 0.04 -0.04
-0.33 0.91 -0.35
-1.23 0.83 1.06
0.32 0.16 -0.18
-0.36 -0.09 0.06
-0.83 -3.19 -0.76
-0.61 0.60 -0.30
0.46 -0.38 -0.06
-0.22 0.12 -0.09
0.24 0.70 -1.49
-0.16 -0.26 -0.09
-0.12 -0.41 -1.09
-0.42 -0.06 -0.21
0.38 0.71 -1.00
0.01 0.31 1.72
0.27 0.12 -0.09
-0.02 -0.65 0.49
-0.51 0.90 -0.67
1.83 -0.80 0.54
-0.24 0.13 -0.29
0.77 -1.53 0.76
1.92 2.64 -0.74
-0.68 0.81 -1.09
0.29 -0.17 0.42
0.42 0.03 0.87
-0.04 0.37 -0.14
-0.75 0.64 0.23
0.28 0.31 -0.30
-0.93 0.27 0.45
1.80 0.80 0.21
-0.99 -0.30 0.84
-0.49 0.63 0.19
-1.40 -1.02 -1.08
0.08 0.16 0.08
-0.39 -0.21 -0.27
0.72 -0.48 0.31
-0.81 -0.10 0.48
-0.49 0.45 -0.15
0.64 -0.98 0.44
-0.22 -0.15 -0.57
0.70 -0.31 -0.56
-1.39 0.19 1.41
0.25 0.09 0.27
0.37 -0.28 0.24
-0.27 0.07 0.53
-0.39 0.11 -0.36
-0.30 0.51 0.94
-0.36 0.41 0.63
-0.60 -1.58 0.22
0.99 0.09 0.72
-2.53 -3.25 1.03
0.74 -0.32 -1.80
-0.90 0.05 2.00
-0.08 0.22 0.64
-1.75 0.95 -2.74
-0.21 -0.04 -0.16
0.05 0.09 0.07
1.40 -1.51 -0.13
-0.45 0.83 -0.49
0.98 0.48 0.53
0.09 -0.30 -0.27
0.22 -0.17 0.09
-0.06 -0.09 0.01
0.40 -0.19 0.42
-0.22 0.27 0.36
0.31 -0.51 0.50
0.62 1.01 -0.64
1.53 -0.99 1.29
0.56 -0.45 -0.03
-0.11 0.57 -0.01
0.30 0.02 -0.16
0.04 0.35 -0.75
0.74 0.22 -0.20
0.07 0.08 0.61
0.75 -0.87 -0.44
0.75 -0.18 0.81
0.40 -0.95 0.34
-1.10 -0.12 1.46
-0.75 1.13 -1.41
-0.92 0.40 -0.23
-0.14 -0.69 0.74
0.14 1.23 -2.12
-0.05 -0.57 0.12
-0.99 -0.30 0.82
2.24 -1.95 1.88
-0.09 -0.54 0.45
0.10 0.24 0.51
-0.18 -0.16 -0.14
-0.40 0.20 -0.08
0.15 0.53 -0.45
-0.68 -1.43 -0.29
0.12 2.13 -0.10
0.09 0.30 -0.03
1.89 1.44 -0.38
0.34 0.20 0.16
0.03 -0.15 -0.35
0.05 0.28 -0.41
0.70 0.09 0.46
-1.49 -0.57 0.08
-0.16 -0.23 0.33
-0.09 -0.36 0.63
-0.97 0.49 -1.02
0.17 0.50 0.56
-1.69 -1.41 -0.83
-0.14 -0.18 0.01
-0.04 -0.13 -0.16
-0.09 -0.12 0.27
-0.43 -0.38 -0.34
0.33 -1.13 0.04
0.34 -0.11 -0.23
-0.34 -0.01 0.80
-0.69 0.12 0.07
0.78 -0.28 -0.67
-0.29 0.33 0.48
-0.41 0.11 0.00
0.05 0.20 0.01
1.39 -0.52 1.16
0.03 -0.63 0.06
0.05 0.35 0.51
0.35 -0.26 -0.42
0.34 1.09 0.10
-0.04 0.50 0.07
-0.32 -0.03 -0.01
-0.09 0.08 -0.09
0.14 0.00 -0.56
0.18 -0.06 -0.19
0.44 -0.16 0.72
0.14 0.00 0.01
0.21 0.35 -0.32
-0.40 -0.86 -0.89

Calculated values
Orbital gap, eV: 9.69
Total charge: -1

***

Here is a structure of composition C16H32Cl16 in a non-equilibrium geometry from OMol25. Energies are from ωB97M-V/def2-TZVPD.

Each line ends with the Löwdin charge.
CARTESIAN COORDINATES (ANGSTROEM)
H1 8.8723 -15.9853 0.6139  0.0688
Cl1 10.3049 -14.5726 -1.4608  0.7349
H2 16.7189 -18.6119 -6.0625  0.0548
Cl2 14.0635 -21.6750 0.7399  0.6118
C1 14.3224 -21.5653 -1.9909  -0.5363
H3 13.0899 -15.9521 -4.2799  0.0019
Cl3 13.5623 -19.9455 -2.3014  0.6872
Cl4 10.5281 -18.0746 -1.8838  0.7167
H4 9.3886 -20.7573 -1.2523  0.0703
H5 11.1594 -13.5685 -2.5377  -0.1019
H6 14.2229 -17.5128 1.8381  0.0844
C2 13.0433 -13.8283 -1.5497  -0.7475
H7 14.1282 -22.1087 -2.9156  0.0742
H8 12.8345 -14.8245 -1.1594  -0.0784
H9 12.4949 -17.7134 -6.2010  0.0222
Cl5 14.3140 -18.6410 -4.8122  0.7751
H10 12.5827 -22.3767 -1.0203  0.0633
H11 11.5084 -19.7131 -3.1732  0.0215
C3 11.9617 -16.7850 -6.4056  -0.6506
Cl6 12.7340 -19.2184 2.5287  0.5412
C4 16.8089 -19.6557 -6.3634  -0.7065
H12 16.5721 -19.6340 -7.4271  0.0799
H13 12.7315 -17.1703 1.1315  0.0157
H14 14.6157 -19.2700 0.3390  0.0375
Cl7 8.7117 -20.3759 -3.4753  0.5347
Cl8 12.6956 -11.9427 -3.4375  0.5346
Cl9 12.7986 -12.5667 -0.2933  0.5445
H15 11.9231 -19.9612 -1.4752  -0.0395
H16 12.1174 -18.2762 -4.1707  0.0357
Cl10 10.2806 -17.0803 2.1377  0.5834
H17 10.8360 -16.6285 -0.8965  -0.1747
C5 13.6650 -22.3497 -0.8937  -0.5744
C6 11.1808 -16.9243 -7.6946  -0.6460
H18 12.3664 -14.2474 -3.6202  -0.0047
H19 12.9274 -19.4217 -0.1924  -0.0033
H20 9.8791 -14.9547 1.5492  0.0616
H21 15.7854 -21.5282 -5.9363  0.0824
C7 12.2179 -13.5485 -2.7971  -0.7991
H22 10.3021 -21.7788 -2.3858  0.0677
H23 14.7935 -20.0454 -5.7184  -0.0796
Cl11 12.0132 -16.0417 -2.1979  0.4681
C8 9.9279 -20.7721 -2.1994  -0.5978
C9 13.7061 -18.7181 0.1020  -0.6917
H24 14.2987 -16.4469 -2.9949  0.0364
C10 11.0998 -19.7744 -2.1646  -0.6272
H25 10.3500 -17.6294 -7.6680  0.0802
Cl12 16.1392 -20.3720 -3.8062  0.5903
Cl13 14.0550 -17.5689 -1.2124  0.7586
C11 13.0818 -18.0417 -3.7201  -0.7874
Cl14 11.0666 -16.1224 -5.0357  0.7086
H26 12.7575 -16.0460 -6.4979  0.0750
H27 13.9121 -23.4033 -1.0239  0.0838
H28 13.0333 -18.6229 -2.7993  -0.2076
H29 15.4063 -21.4787 -1.9156  0.0202
Cl15 12.3075 -17.2974 -9.0128  0.5705
C12 9.9082 -15.8465 0.9231  -0.6031
C13 13.3826 -18.0146 1.3583  -0.6433
C14 10.9020 -15.7407 -0.2677  -0.7270
H30 11.9329 -15.4616 -0.0502  0.0391
H31 10.7439 -15.9545 -7.9327  0.0669
C15 13.2960 -16.5685 -3.4049  -0.5648
Cl16 18.3756 -20.3599 -6.0892  0.5852
H32 14.1084 -13.7894 -1.7778  0.0767
C16 15.7762 -20.4971 -5.5831  -0.6731

Cartesian forces, eV/Å:
0.26 -0.28 -0.42
-5.32 0.29 4.13
0.56 -0.07 0.36
-0.19 -1.26 -0.62
-0.52 -0.58 -0.06
0.83 -0.06 0.37
6.22 -7.73 0.30
-1.95 -4.43 -0.45
0.04 -0.06 -0.09
1.72 1.67 -1.60
0.30 -0.47 -0.09
1.12 1.28 0.32
0.08 0.01 -0.06
0.94 2.00 0.62
-0.52 -0.02 0.43
-2.37 3.47 1.08
-0.10 0.47 0.26
-0.42 -0.30 0.33
1.02 0.11 -0.59
0.04 0.64 -0.18
-1.48 -0.23 0.29
0.06 -0.45 -0.05
-0.76 -0.49 0.52
-0.12 -0.15 -0.76
0.55 -0.15 0.28
-0.06 0.22 -0.30
-0.07 -0.15 0.05
-2.28 -0.24 0.31
0.12 0.58 -0.31
0.14 -0.54 -0.18
-0.13 0.48 2.60
-0.26 0.04 0.07
-0.60 1.18 0.23
0.35 0.47 0.27
0.21 0.65 0.42
0.25 0.34 -0.50
0.19 -0.04 0.42
1.04 1.58 -1.06
-0.05 0.04 -0.12
0.76 -1.77 -0.71
4.88 -3.02 -7.71
0.20 0.58 0.52
1.31 -0.20 0.78
-0.17 0.55 -0.38
-3.47 0.07 -0.69
0.38 -0.26 0.10
1.47 -1.06 -1.41
1.77 0.12 3.80
-1.50 2.28 -1.13
-1.96 -0.24 -0.94
0.01 -0.06 -0.62
0.64 0.03 0.62
-0.53 3.19 -1.79
-0.41 0.09 0.52
0.04 -0.29 -0.05
-0.01 1.26 0.17
-0.32 1.32 0.71
-2.74 -0.11 2.57
-0.61 -0.12 1.00
-0.01 -0.04 -0.08
-0.95 -0.12 -0.28
1.00 0.14 -0.22
0.01 0.04 -0.15
1.38 -0.18 -0.84

Calculated values
Orbital gap, eV: 8.81
Total charge: 0
Energy relative to the best compared isomer or geometry (same formula, charge and spin), kJ/mol: 1580.9

***

total charge of number 2 (C16H32Cl16)? 0